44
Properties=species:S:1:pos:R:3:forces:R:3 method="wB97M-V/def2-TZVPD" e_above_lowest_kj_mol=0.00 charge=+2 homo_lumo_gap_ha=0.1989 fmax_ev_per_a=4.65 e_homo_ev=-13.474 lumo_energy_ev=-8.1
C -3.51858 2.34922 -6.40947 0.2256 0.2806 0.2433
C -3.21237 1.34116 -5.32714 -2.6338 -3.3265 -0.8543
H -4.34098 2.00439 -7.06855 0.4532 -0.1926 0.6374
H -2.61153 2.52360 -6.98454 0.1276 -0.0860 -0.0233
H -3.77784 3.29884 -5.94282 -0.0385 0.0017 0.1227
O -3.64782 0.27372 -5.07439 2.4641 3.9369 0.1012
I -1.15768 2.58245 -3.99259 -0.6211 -0.0501 -1.0248
Bi -0.88779 0.71305 -1.85433 0.8619 0.0777 2.4593
P 1.08741 -0.81002 -2.88949 1.5304 -0.1781 -0.4766
C 1.36490 -2.59343 -2.58230 -0.5508 -0.3021 0.1949
C 1.00996 -0.63858 -4.69849 -0.2416 0.0258 -0.2468
H 2.60089 1.00666 -2.34738 0.1087 -0.1669 -0.0747
H 3.43611 -0.36615 -3.15117 -0.2058 0.0414 0.1669
H 3.00342 -0.44318 -1.41679 -0.1905 0.0507 -0.2341
C 2.68278 -0.08380 -2.40286 -0.0221 0.3215 0.0854
H 0.87041 0.41460 -4.98437 0.1695 -0.3257 0.1297
H 1.94073 -1.02117 -5.14915 -0.3349 0.1136 0.2182
H 2.24995 -2.93068 -3.15128 -0.3313 0.3801 0.1318
H 0.49703 -3.18543 -2.90432 0.2738 0.1210 0.0667
H 0.15774 -1.21022 -5.09596 0.2608 0.0981 0.1088
H 1.54480 -2.79587 -1.51491 -0.1069 0.1445 -0.4089
C -1.45341 -2.03649 -1.12289 -0.5063 -3.1175 0.7625
O -1.56066 -3.12178 -0.78404 0.2624 2.6652 -0.7085
Cl 0.69719 2.35014 -0.78181 -0.6518 -0.4969 -0.8526
N -0.78723 1.22512 9.48249 0.8783 -0.5827 -3.0838
C -0.49944 1.01040 8.36253 -0.7173 0.4591 2.5286
C -0.23567 0.74310 6.96025 0.0464 -0.2863 -0.3090
C -1.11283 1.26932 5.99677 0.3495 -0.2533 -0.3542
C -0.92987 0.98992 4.63484 0.3193 -0.2830 0.6035
C 0.12175 0.14638 4.25026 0.2547 0.2903 1.0723
C 1.02908 -0.36266 5.19252 -0.4711 0.2970 0.4674
C 0.83665 -0.07381 6.55612 -0.0397 -0.0322 -0.4877
N 0.30780 -0.18653 2.88610 0.5008 -0.4126 -1.9368
C 1.30903 -0.99961 2.33403 0.0315 0.1701 0.4841
C 1.10233 -1.04796 0.99250 -0.4453 0.1992 -0.1753
N -0.01074 -0.28260 0.67678 -0.3518 0.3231 0.2824
C -0.44446 0.23087 1.82937 0.1617 -0.2908 -0.2288
H -1.94271 1.87981 6.33421 0.0926 0.0047 -0.1515
H -1.59741 1.41786 3.89087 0.0504 -0.0929 0.3420
H 1.87606 -0.98053 4.87489 -0.4668 0.2714 0.3300
H 1.51470 -0.50963 7.29491 -0.2672 0.2702 -0.2451
H 2.10751 -1.43937 2.92243 -0.3983 0.1067 -0.1691
H 1.66029 -1.57536 0.21225 -0.2147 0.2625 0.6810
H -1.27952 0.92425 1.94694 0.3843 -0.4367 -0.1740